Entry 1:
Here is the molecule CF3O2P at a distorted geometry from the OMol25 dataset. Energies are from ωB97M-V with the def2-TZVPD basis set.

Last column: Löwdin charge in e.
CARTESIAN COORDINATES (ANGSTROEM)
O (2.146945, 0.443499, 1.680127)  -0.41
P (1.002303, -0.426655, 1.810503)  0.98
O (-0.187938, -0.421595, 0.519043)  -0.23
C (-0.633330, -0.029471, -0.660341)  -0.80
F (-1.035079, 1.255476, -0.634494)  0.14
F (-1.639632, -0.744481, -1.131590)  0.18
F (0.346730, -0.076774, -1.583248)  0.14

Forces on atoms 1 to 6 (eV/Å):
O 0.13 0.35 -0.43
P -1.42 -0.37 -0.95
O 0.63 -0.77 1.97
C 0.95 1.55 -1.27
F -0.20 -0.04 0.29
F -0.24 -0.48 0.45

Energy relative to the best compared isomer or geometry (same formula, charge and spin) ... 1.82 kcal/mol
Gap between HOMO and LUMO ... 11.01 eV
Structure (SMILES) ... O=POC(F)(F)F
Total energy ... -829.5855 hartree

=====

Entry 2:
Here is a cluster of 2 separate species, C5H11NO in total at a distorted geometry from the OMol25 dataset. Energies are from ωB97M-V with the def2-TZVPD basis set.

Last column: Löwdin charge in e.
CARTESIAN COORDINATES (ANGSTROEM)
C (-1.360389, 2.584499, -0.748931)  -0.01
C (-1.493197, 1.507632, -0.006983)  -0.20
C (-1.387085, 0.149306, -0.549489)  -0.10
C (-0.829097, -0.863165, 0.137479)  -0.39
C (-0.455747, -2.159372, -0.541917)  -0.05
N (-0.276350, -0.726048, 1.412796)  0.09
H (-1.321715, 3.591546, -0.345440)  0.05
H (-1.271028, 2.591160, -1.826626)  0.05
H (-1.692879, 1.602737, 1.055472)  0.09
H (-1.616538, 0.006598, -1.596771)  0.10
H (0.592103, -2.407707, -0.400970)  0.07
H (-0.748710, -2.079190, -1.567356)  0.06
H (-1.085173, -2.949668, -0.120395)  0.08
H (0.586665, -1.215641, 1.554592)  0.08
H (-0.360260, 0.175992, 1.842967)  0.07
O (4.333723, 0.432261, 0.578261)  -0.06
H (4.126730, -0.125140, 1.333128)  0.03
H (4.258941, -0.115801, -0.209820)  0.03

Forces on atoms 1 to 6 (eV/Å):
C 0.02 1.51 -0.41
C -0.20 -0.98 0.05
C -0.12 -0.02 0.41
C 1.51 0.39 -0.54
C -1.30 0.19 0.92
N -0.97 -0.32 -0.13

Energy relative to the best compared isomer or geometry (same formula, charge and spin) ... 44.19 kcal/mol
Gap between HOMO and LUMO ... 8.23 eV
Structure (SMILES) ... C=C/C=C(/C)N.O
Total energy ... -327.0609 hartree

=====

Entry 3:
Here is the molecule C8H8OS at a distorted geometry from the OMol25 dataset. Energies are from ωB97M-V with the def2-TZVPD basis set.

Last column: Löwdin charge in e.
CARTESIAN COORDINATES (ANGSTROEM)
C (-0.024622, 0.391716, 0.991635)  -0.15
C (-0.095857, -0.723726, 0.180269)  -0.04
C (-0.564630, 0.682657, -1.694842)  -0.08
C (-0.087661, 1.749973, 0.606386)  -0.22
C (-0.296741, 1.773854, -0.974874)  0.15
C (-0.356966, -0.618804, -1.174772)  -0.29
C (0.052712, 2.636973, 1.814790)  -0.48
C (0.213828, -2.861660, -1.700813)  -0.08
O (-0.377220, -1.636748, -2.065961)  -0.08
S (0.964074, 2.117291, 3.176741)  0.79
H (-0.030033, 0.187070, 2.058334)  0.06
H (-0.023586, -1.694528, 0.647782)  0.11
H (-0.767993, 0.778191, -2.751319)  0.11
H (-0.297163, 3.652241, 1.793041)  0.04
H (1.262046, -2.727612, -1.415924)  0.10
H (0.151689, -3.495610, -2.584209)  0.09
H (-0.324941, -3.340667, -0.876801)  0.09
H (0.603063, 3.129391, 3.970537)  -0.13

Forces on atoms 1 to 6 (eV/Å):
C -0.18 0.62 0.10
C -0.18 -0.75 -0.74
C 0.32 -0.20 -0.67
C 0.01 -1.15 -0.82
C 0.19 1.17 4.90
C 0.31 0.24 0.60

Energy relative to the best compared isomer or geometry (same formula, charge and spin) ... 80.30 kcal/mol
Gap between HOMO and LUMO (spin up / spin down) ... 8.27 / 6.25 eV
Total energy ... -782.8755 hartree

=====

Entry 4:
Here is a cluster of 2 separate species, C10H16 in total at a distorted geometry from the OMol25 dataset. Energies are from ωB97M-V with the def2-TZVPD basis set.

Last column: Löwdin charge in e.
CARTESIAN COORDINATES (ANGSTROEM)
C (1.395532, 0.842251, -2.060721)  -0.08
C (0.658725, -0.334185, -1.587578)  -0.35
C (-0.649773, -0.611380, -1.860388)  -0.07
C (-1.243287, -1.765102, -1.409964)  -0.08
C (-0.675840, -2.523496, -0.351752)  -0.05
C (0.685768, -2.148710, -0.028172)  -0.09
C (1.314130, -1.129258, -0.673382)  -0.11
H (0.828729, 1.699679, -2.611916)  0.11
H (2.178508, 0.489526, -2.726032)  0.07
H (1.982982, 1.365600, -1.114259)  0.13
H (-1.171357, 0.171327, -2.345656)  0.10
H (-2.294987, -2.051648, -1.527522)  0.10
H (-1.341735, -3.126664, 0.179705)  0.07
H (1.275966, -2.570893, 0.831097)  0.11
H (2.392806, -1.261144, -0.809441)  0.13
C (-1.134741, 3.070154, 1.659571)  -0.11
C (-0.880436, 1.675393, 2.302705)  -0.37
C (0.513252, 1.201772, 2.661321)  -0.15
H (-1.085674, 3.638712, 2.608116)  0.07
H (-2.224131, 3.030219, 1.169345)  0.11
H (-0.287784, 3.140829, 0.967686)  0.06
H (-1.259686, 1.575767, 3.395056)  0.11
H (-1.489067, 0.821473, 1.901941)  0.09
H (0.443447, 0.142729, 2.916492)  0.08
H (1.195486, 1.396025, 1.854327)  0.04
H (0.956511, 1.873840, 3.401231)  0.07

Forces on atoms 1 to 6 (eV/Å):
C 1.33 3.46 0.84
C -0.33 0.32 0.87
C 0.00 0.31 -0.40
C -1.11 -1.46 2.63
C 2.74 3.19 -1.66
C -1.69 -1.83 1.89

Energy relative to the best compared isomer or geometry (same formula, charge and spin) ... 64.60 kcal/mol
Gap between HOMO and LUMO ... 9.83 eV
Structure (SMILES) ... Cc1ccccc1.CCC
Total energy ... -390.5329 hartree

=====

Entry 5:
Here is a cluster of 2 separate species, ClH5N3PS in total at a distorted geometry from the OMol25 dataset. Energies are from ωB97M-V with the def2-TZVPD basis set.

Last column: Löwdin charge in e.
CARTESIAN COORDINATES (ANGSTROEM)
N (0.324646, -1.511885, 1.637010)  0.04
N (-0.367252, 1.742370, -1.381381)  -0.20
N (-1.752637, -0.428613, -1.120587)  -0.64
P (-1.105762, 0.856723, -0.119384)  0.25
S (-2.458207, 1.931175, 0.816206)  0.13
Cl (-3.126895, -1.204903, -0.303286)  0.44
H (0.369541, -2.414877, 1.028461)  0.01
H (-0.331762, -1.787190, 2.362332)  -0.05
H (-0.842003, 2.573500, -1.580839)  0.00
H (0.568067, 2.006260, -1.127021)  0.02
H (-1.298960, -1.125209, -1.674293)  0.01

Forces on atoms 1 to 6 (eV/Å):
N 0.48 -1.64 -1.47
N 1.00 -1.66 0.74
N -2.23 0.71 1.66
P -0.38 0.23 -0.88
S 0.45 -0.70 -0.31
Cl 1.03 0.15 -0.69

Energy relative to the best compared isomer or geometry (same formula, charge and spin) ... 95.33 kcal/mol
Gap between HOMO and LUMO (spin up / spin down) ... 7.38 / 7.35 eV
Total energy ... -1366.8778 hartree

=====

Entry 6:
Here is a cluster of 3 separate species, C3H10NO2S in total at a distorted geometry from the OMol25 dataset. Energies are from ωB97M-V with the def2-TZVPD basis set.

Last column: Löwdin charge in e.
CARTESIAN COORDINATES (ANGSTROEM)
C (1.028595, 0.651505, -0.830585)  -0.31
C (1.090602, 0.837283, 0.654579)  -0.64
S (1.724847, -0.705878, 1.466389)  0.28
N (-0.303591, 1.060552, -1.535188)  -0.05
C (-1.196227, -0.276214, -1.758076)  -0.47
O (-1.484920, -1.133941, -0.745909)  -0.28
H (1.089419, -0.446120, -1.053643)  -0.05
H (1.881310, 1.050853, -1.490721)  0.13
H (2.057798, 1.303513, 0.915061)  0.02
H (0.234467, 1.216014, 1.252175)  0.05
H (1.207248, -1.291261, -1.344399)  0.27
H (-0.862962, 1.463568, -0.775712)  0.05
H (-0.666933, -0.704064, -2.650508)  0.08
H (-2.131682, 0.249735, -2.159155)  0.09
H (-2.778659, 0.870219, 0.887229)  0.01
H (-1.923474, -0.266529, 0.535192)  -0.04
O (-2.154676, 0.277542, 1.342543)  -0.14

Forces on atoms 1 to 6 (eV/Å):
C -2.48 5.84 -1.94
C 1.35 -1.57 0.50
S 0.10 -0.36 -0.14
N 1.62 -1.80 2.00
C -1.50 -0.13 -0.14
O 1.25 1.82 -1.61

Energy relative to the best compared isomer or geometry (same formula, charge and spin) ... 134.79 kcal/mol
Gap between HOMO and LUMO ... 5.47 eV
Total energy ... -723.5292 hartree
Charge ... -1

=====

Entry 7:
Here is a cluster of 2 separate species, C8H19N2 in total at a distorted geometry from the OMol25 dataset. Energies are from ωB97M-V with the def2-TZVPD basis set.

Last column: Löwdin charge in e.
CARTESIAN COORDINATES (ANGSTROEM)
C (2.032128, -0.274741, -0.496268)  -0.27
C (1.006383, 0.133180, 0.519585)  -0.19
C (3.057767, -1.241497, 0.149121)  -0.10
C (-0.139171, 1.582877, -1.308017)  -0.01
C (-0.777995, 1.769681, 1.121441)  -0.02
C (-1.867878, -1.633014, -0.607783)  -0.25
C (-2.689748, -0.585939, -0.663625)  -0.21
C (0.059937, 1.174110, 0.082157)  -0.16
N (-3.076238, 0.329064, 0.352609)  0.00
N (-1.268911, -2.043231, 0.509291)  0.06
H (2.535868, 0.741764, -0.850364)  0.15
H (1.628569, 0.559929, 1.363087)  0.17
H (3.888361, -1.401374, -0.602562)  0.10
H (2.530344, -2.187291, 0.369630)  0.07
H (3.440345, -0.934449, 1.182851)  0.10
H (-0.413891, 0.723195, -1.924810)  0.11
H (0.841332, 2.017592, -1.782830)  0.16
H (-0.765053, 2.393200, -1.481672)  0.07
H (-1.157933, 2.939323, 0.933234)  0.19
H (-1.765008, 1.259473, 1.123534)  0.07
H (-0.325106, 1.755275, 2.092217)  0.09
H (1.632859, -0.784366, -1.398474)  0.12
H (-1.742259, -2.204794, -1.541090)  0.13
H (-3.231016, -0.499177, -1.648350)  0.13
H (-3.711400, 1.127330, 0.020975)  0.15
H (-1.778143, -2.096082, 1.387002)  0.12
H (-1.025789, -3.008556, 0.378725)  0.10
H (0.540226, -0.644206, 0.944445)  0.07
H (-3.567434, -0.149751, 1.051040)  0.07

Forces on atoms 1 to 6 (eV/Å):
C 1.70 1.11 -0.89
C 2.74 3.94 -1.47
C 0.38 0.11 0.12
C 3.03 -0.29 -1.17
C 0.32 3.77 -0.89
C -1.98 1.43 -1.62

Energy relative to the best compared isomer or geometry (same formula, charge and spin) ... 73.30 kcal/mol
Gap between HOMO and LUMO ... 6.73 eV
Total energy ... -425.3685 hartree
Charge ... +1

=====

Entry 8:
Here is a structure of composition H2INS at a distorted geometry from the OMol25 dataset. Energies are from ωB97M-V with the def2-TZVPD basis set.

Last column: Löwdin charge in e.
CARTESIAN COORDINATES (ANGSTROEM)
N (0.453968, 0.023999, 0.024123)  -0.11
S (1.291147, 1.999646, -0.875186)  -0.10
I (0.161529, 3.419606, 0.500931)  0.32
H (-0.301309, -0.135483, -0.610373)  -0.04
H (1.206097, -0.457730, -0.386189)  -0.08

Forces on the atoms, in the same order (eV/Å):
N 0.78 3.83 -0.02
S -0.93 -3.44 0.67
I -0.48 0.70 0.63
H -0.83 0.10 -0.74
H 1.47 -1.19 -0.54

Energy relative to the best compared isomer or geometry (same formula, charge and spin) ... 44.50 kcal/mol
Gap between HOMO and LUMO ... 7.52 eV
Total energy ... -751.7568 hartree

=====

Entry 9:
Here is a structure of composition C3H6O at a distorted geometry from the OMol25 dataset. Energies are from ωB97M-V with the def2-TZVPD basis set.

Last column: Löwdin charge in e.
CARTESIAN COORDINATES (ANGSTROEM)
C (-1.101994, 0.046540, 0.673944)  0.10
C (-0.210522, 0.485233, -0.360004)  -0.74
O (-0.348196, 1.508395, -1.041349)  -0.02
C (1.102792, -0.271919, -0.264692)  -0.04
H (-1.632972, 0.817723, 1.258824)  0.10
H (-1.068069, -0.470517, -0.763238)  0.26
H (-1.008257, -0.916651, 1.162084)  0.07
H (1.567155, -0.239283, -1.240168)  0.08
H (1.662259, 0.337980, 0.451348)  0.10
H (1.037801, -1.297501, 0.123254)  0.08

Forces on atoms 1 to 6 (eV/Å):
C -0.29 -0.29 -0.75
C 1.51 0.56 0.96
O 0.11 -0.13 0.12
C 0.39 0.06 -0.45
H -0.89 -0.53 -1.23
H -1.88 0.21 1.96

Energy relative to the best compared isomer or geometry (same formula, charge and spin) ... 79.02 kcal/mol
Gap between HOMO and LUMO ... 9.10 eV
Total energy ... -193.0173 hartree

=====

Question: Number 5 is which compound?
Answer: ClH5N3PS

=====

Question: Which of these has the lowest total energy?
Answer: ClH5N3PS

=====

Question: Among the records above, which one has the lowest energy relative to the best compared isomer or geometry (same formula, charge and spin)?
Answer: CF3O2P